162
Properties=species:S:1:pos:R:3:forces:R:3:mulliken_charge:R:1 method="wB97M-V/def2-TZVPD" e_homo_ev=-9.75 gap_ev=8.427 de_lowest_kcal_mol=16.0
O -8.579 -21.653 -20.980 -0.50 -0.52 1.81 -0.6125
C -9.350 -21.857 -20.046 -0.48 1.53 -3.26 0.6916
O -9.754 -23.044 -19.677 1.95 -1.81 -0.92 -0.3584
C -10.712 -23.075 -18.658 0.33 1.56 0.61 -0.5205
C -10.727 -21.573 -18.199 -2.00 -1.18 1.40 0.0167
C -10.217 -20.820 -19.373 1.18 0.83 0.94 -0.1676
H -10.319 -23.711 -17.865 -0.50 -0.26 -0.14 0.2961
H -11.607 -23.413 -19.180 -0.33 -0.09 0.76 0.2821
H -10.181 -21.423 -17.268 0.54 -0.21 -0.25 -0.2341
H -11.747 -21.332 -17.900 -0.13 0.26 -0.24 0.4005
H -9.532 -20.031 -19.060 -0.20 0.31 -0.08 -0.1322
H -11.014 -20.355 -19.953 0.31 -0.39 -0.52 0.4167
O -4.666 -14.542 -19.073 0.43 -0.03 1.28 -0.4334
C -5.013 -14.206 -17.967 -0.44 0.24 0.26 0.3041
O -4.232 -14.288 -16.830 1.34 -1.09 -0.96 -0.2410
C -4.803 -13.833 -15.587 -2.05 -0.09 -1.88 0.5135
C -6.002 -13.032 -16.181 -0.06 1.22 1.11 -0.7793
C -6.331 -13.530 -17.624 0.93 0.10 1.76 -0.4461
H -4.087 -13.310 -14.954 0.05 0.29 -0.62 0.4150
H -5.192 -14.648 -14.976 0.28 -0.52 -0.32 -0.5267
H -5.675 -11.992 -16.203 -0.13 0.13 -0.26 0.3986
H -6.814 -13.047 -15.454 -0.30 -0.05 -0.34 0.3967
H -6.487 -12.728 -18.345 -0.14 -0.07 0.17 0.3761
H -7.193 -14.197 -17.615 0.20 -0.18 -0.28 -0.0245
O -11.753 -13.673 -16.193 3.01 -3.32 1.26 -0.6536
C -10.899 -14.526 -15.835 -2.83 3.85 -0.77 0.3109
O -10.340 -15.384 -16.714 -2.06 1.14 -1.39 -0.3819
C -9.305 -16.115 -16.208 1.46 -0.12 2.21 -0.0097
C -8.990 -15.423 -14.879 0.69 -0.05 1.05 1.5894
C -10.265 -14.709 -14.456 -0.11 -1.13 -0.71 -0.5351
H -8.432 -16.053 -16.857 -0.20 -0.42 -0.29 0.1289
H -9.597 -17.130 -15.937 -0.07 -0.25 -0.66 0.1493
H -8.232 -14.644 -14.969 0.36 -0.27 -0.20 -0.9955
H -8.689 -16.168 -14.143 0.30 0.15 0.02 -0.2900
H -10.087 -13.844 -13.817 -0.32 0.21 -0.57 0.4058
H -10.897 -15.407 -13.906 -0.24 -0.01 0.03 0.2430
O -0.817 -16.382 -18.098 0.10 0.34 -1.04 -0.5792
C -1.050 -15.596 -18.996 -1.52 -2.73 1.88 0.4964
O -1.679 -15.978 -20.137 1.27 -1.56 1.24 -0.3321
C -1.886 -14.874 -20.946 -1.00 0.35 -1.66 0.1446
C -1.039 -13.786 -20.343 -0.07 1.29 -0.52 -0.7358
C -0.943 -14.148 -18.896 0.72 0.37 -0.15 0.0575
H -2.972 -14.794 -21.007 -0.07 0.95 0.32 -0.1691
H -1.585 -15.080 -21.973 0.30 -0.24 0.00 0.3113
H -1.430 -12.787 -20.537 0.23 -0.03 -0.11 0.3447
H -0.032 -13.912 -20.741 -0.03 0.39 -0.35 0.2989
H -1.771 -13.803 -18.277 0.18 0.12 0.18 -0.2444
H 0.055 -14.005 -18.481 -0.31 0.71 0.34 0.4681
O -5.334 -13.988 -9.347 -0.17 -0.11 -0.85 -0.6105
C -6.009 -14.394 -10.260 -0.26 0.14 2.21 0.3507
O -5.642 -14.289 -11.542 0.62 0.11 -0.41 -0.2853
C -6.626 -14.866 -12.365 -1.37 -1.33 -0.95 1.2211
C -7.397 -15.822 -11.443 -0.78 -0.76 0.27 -0.3559
C -7.371 -15.119 -10.114 1.70 0.72 -0.53 -0.4703
H -6.266 -15.478 -13.193 0.88 0.22 0.17 -1.0737
H -7.210 -14.087 -12.855 -0.34 0.22 0.40 0.2356
H -6.880 -16.776 -11.332 0.54 0.07 -0.24 0.2305
H -8.397 -16.163 -11.708 -0.09 0.58 -0.56 0.2464
H -7.261 -15.758 -9.239 -0.59 0.27 -0.01 0.3249
H -8.126 -14.334 -10.081 -0.18 -0.18 0.52 0.2945
O -7.541 -23.379 -16.241 -0.65 -0.08 0.62 -0.4982
C -6.609 -23.260 -15.495 0.58 -1.08 -1.44 0.2699
O -6.247 -24.269 -14.610 -1.74 1.20 -1.03 -0.4034
C -5.031 -24.014 -13.966 1.00 1.83 -0.67 -0.4855
C -4.438 -22.731 -14.711 0.06 -0.80 -0.36 -0.5394
C -5.561 -22.189 -15.634 1.19 0.03 2.14 0.8836
H -4.416 -24.900 -14.126 0.13 0.18 0.30 0.2955
H -5.185 -23.783 -12.912 -0.07 -0.33 0.06 0.2842
H -3.644 -23.096 -15.362 0.28 0.27 0.26 0.1599
H -4.105 -21.933 -14.047 0.26 -0.38 0.07 0.2947
H -5.189 -21.951 -16.631 -0.48 -0.66 -0.16 0.1138
H -5.854 -21.229 -15.209 -0.63 -0.06 0.02 -0.3674
O -3.323 -20.777 -25.640 -1.77 0.29 1.32 -0.6342
C -4.313 -20.492 -24.980 2.22 -0.64 -0.18 0.3667
O -5.230 -19.649 -25.451 -0.18 0.87 -1.68 -0.3818
C -6.302 -19.381 -24.569 0.09 0.72 0.38 0.2596
C -6.161 -20.428 -23.539 -1.08 -1.02 1.66 -0.4145
C -4.704 -20.884 -23.541 -0.83 0.19 -0.82 0.3119
H -7.274 -19.369 -25.062 0.28 -0.18 -0.36 0.3982
H -6.196 -18.411 -24.085 0.30 0.27 -0.41 -0.4435
H -6.855 -21.234 -23.778 0.21 -0.30 0.17 0.2765
H -6.481 -20.017 -22.582 -0.05 -0.29 0.17 0.1768
H -4.630 -21.952 -23.340 0.44 0.22 -0.07 0.0946
H -4.134 -20.304 -22.815 0.34 -0.18 -0.14 -0.0651
O -4.471 -24.365 -17.896 0.55 0.06 0.70 -0.5259
C -4.861 -24.370 -19.019 -0.31 0.00 -1.06 0.1253
O -4.612 -25.408 -19.871 0.46 0.00 1.07 -0.4156
C -5.282 -25.281 -21.093 -0.59 0.11 -1.06 -0.5038
C -6.107 -24.002 -21.022 -0.55 0.07 -0.84 0.0729
C -5.796 -23.365 -19.679 -0.12 -0.68 -0.62 1.3956
H -5.882 -26.162 -21.321 -0.03 -0.16 0.47 0.2704
H -4.599 -25.183 -21.937 0.53 -0.15 0.35 0.3005
H -7.182 -24.150 -21.121 0.10 -0.20 -0.09 0.2718
H -5.785 -23.441 -21.899 -0.23 0.60 0.34 -0.5177
H -6.686 -23.407 -19.051 0.01 0.59 0.12 -0.0561
H -5.419 -22.357 -19.854 0.20 -0.10 0.75 -0.4520
O -8.098 -15.837 -24.931 2.54 0.58 0.21 -0.6327
C -6.937 -15.730 -24.546 -3.15 -0.51 -0.55 0.4887
O -6.660 -16.155 -23.287 0.62 0.01 -0.11 -0.3381
C -5.251 -16.108 -23.031 0.27 0.49 0.40 0.1367
C -4.591 -15.868 -24.375 0.90 0.09 -0.72 -0.4435
C -5.687 -15.233 -25.242 0.45 -0.64 0.42 -0.5301
H -4.932 -17.036 -22.556 -0.16 -0.11 -0.10 -0.1521
H -5.052 -15.307 -22.320 -0.11 0.12 0.06 0.2886
H -4.173 -16.794 -24.770 -0.49 -0.19 -0.26 0.2438
H -3.724 -15.207 -24.391 -0.01 0.10 0.62 0.3786
H -5.607 -15.527 -26.289 -0.38 0.03 0.13 0.3010
H -5.584 -14.150 -25.173 -0.43 0.04 -0.03 0.3353
O -12.512 -18.167 -14.590 -1.50 0.57 -1.46 -0.6090
C -11.733 -18.888 -14.072 -1.46 -0.80 0.63 0.5829
O -10.704 -18.347 -13.459 2.31 -0.56 0.01 -0.2314
C -9.956 -19.401 -12.821 0.56 0.78 1.60 -0.3061
C -10.455 -20.712 -13.327 0.44 -1.36 -0.51 -0.2083
C -11.832 -20.416 -13.828 -0.50 0.86 -0.08 -0.5855
H -10.200 -19.212 -11.776 0.12 -0.56 0.31 0.3938
H -8.872 -19.333 -12.908 -0.21 0.58 -0.42 0.1116
H -10.406 -21.457 -12.533 -0.09 -0.06 -0.10 0.4103
H -9.859 -21.089 -14.158 0.35 0.12 0.06 -0.0969
H -12.551 -20.655 -13.044 -0.31 0.55 -0.01 0.2832
H -12.207 -20.909 -14.725 0.40 -0.05 0.00 0.2891
C -0.546 -19.888 -17.649 -0.86 0.68 -0.71 -0.3491
C 0.068 -21.110 -17.747 -1.41 -1.62 0.43 -0.7903
C -0.512 -22.128 -18.534 0.79 0.14 -1.27 -0.5628
C -1.511 -21.858 -19.489 0.45 1.30 1.69 -0.4208
C -2.094 -20.574 -19.406 0.50 0.65 -0.12 0.3827
C -1.593 -19.578 -18.540 0.36 -1.47 -0.24 -0.0125
N -2.026 -22.878 -20.432 -1.91 0.38 0.65 0.8988
O -2.946 -22.534 -21.167 0.25 0.76 -0.20 -0.4164
O -1.697 -24.025 -20.348 1.40 -0.63 0.39 -0.5681
H -0.316 -19.192 -16.855 0.44 0.23 -0.21 0.3753
H 0.802 -21.443 -17.028 0.23 0.23 -0.03 0.3403
H -0.055 -23.104 -18.457 -0.17 -0.20 -0.25 0.4753
H -2.936 -20.257 -20.004 0.03 -0.41 -0.38 0.3972
H -1.976 -18.570 -18.609 -0.21 -0.10 0.29 0.2845
C -1.921 -14.637 -13.725 -0.97 1.10 0.99 -0.5272
C -2.780 -15.147 -12.732 0.80 2.21 0.37 -0.5541
C -3.334 -16.360 -12.826 0.05 -3.01 -0.66 -0.7196
C -2.939 -17.146 -13.909 1.66 0.46 -1.20 0.1150
C -2.068 -16.632 -14.916 -1.02 -2.43 0.85 -0.1990
C -1.572 -15.373 -14.810 0.20 0.22 -0.60 -0.2208
N -3.316 -18.565 -13.996 -3.47 -0.26 -0.01 1.0460
O -2.970 -19.222 -14.960 0.63 0.19 0.55 -0.4684
O -4.230 -18.953 -13.219 2.18 0.55 -0.75 -0.5981
H -1.644 -13.593 -13.723 0.34 0.07 0.52 0.4076
H -3.008 -14.610 -11.823 0.06 0.54 -0.18 0.3573
H -3.918 -16.845 -12.058 -0.21 0.30 0.09 0.5712
H -1.728 -17.256 -15.730 -0.26 -0.18 -0.05 0.3590
H -0.924 -15.006 -15.593 0.02 0.14 0.01 0.4581
C -5.519 -18.696 -19.327 0.24 0.30 1.14 -1.0307
C -6.565 -19.493 -18.848 0.16 1.45 1.11 0.4142
C -6.950 -19.343 -17.492 0.63 -0.89 -0.52 -1.1507
C -6.248 -18.484 -16.637 -0.84 -1.34 -0.98 -0.1088
C -5.147 -17.823 -17.112 0.84 1.06 0.84 -1.1444
C -4.766 -17.874 -18.432 -1.19 -1.31 -1.59 0.2269
N -6.696 -18.309 -15.234 -0.50 0.25 -0.92 1.2892
O -7.670 -18.972 -14.890 0.97 0.54 0.24 -0.4548
O -6.151 -17.430 -14.584 -0.43 -0.64 0.03 -0.4800
H -5.251 -18.720 -20.373 0.05 -0.04 -0.11 0.2778
H -7.152 -20.122 -19.501 0.14 -0.21 -0.08 0.0771
H -7.650 -20.081 -17.129 -0.44 0.41 0.32 0.8367
H -4.596 -17.263 -16.371 0.23 0.35 -0.18 0.3057
H -3.944 -17.332 -18.876 0.15 0.24 0.48 0.6905